Density functional theory data (the ωB97M-V functional and the def2-TZVPD basis) for a 2-piece molecular cluster, C2H10NO overall in a non-equilibrium geometry.

As for the spin multiplicity: 2. The energy relative to the best compared isomer or geometry (same formula, charge and spin) comes out at 16.8 kcal per mole. As for the charge: 0. For the HOMO energy (spin up / spin down), the calculation gives -3.191 / -11.975 eV. Its expectation value of S² is 0.750.

Last column: natural (NBO) charge in e.
Positions of all 14 atoms, in Å:
1 O 1.1901 1.4936 -2.0855  -1.038
2 H 1.9818 2.0242 -2.2402  0.482
3 H 0.7329 0.0520 -0.7890  0.449
4 H 0.4047 1.8032 -2.5954  0.457
5 C 0.0201 -0.6695 1.7951  -0.634
6 C -0.9117 -0.1595 0.6734  -0.355
7 N -0.1169 -0.4744 -0.5512  -1.003
8 H -0.3349 -0.4116 2.7489  0.217
9 H 1.0905 -0.3532 1.6581  0.212
10 H -0.0879 -1.7385 1.7371  0.210
11 H -1.1465 0.9565 0.6051  0.211
12 H -1.9042 -0.6372 0.8323  0.229
13 H -0.8089 -0.3784 -1.3147  0.236
14 H -0.1091 -1.5073 -0.4738  0.328

Atoms 1-6, force components in eV/Å:
O -0.47 -0.32 0.15
H -0.40 0.23 -0.33
H 0.20 0.18 0.32
H 0.93 0.02 0.27
C 0.36 0.70 -1.12
C 0.88 2.46 1.59